{"formula": "C27H45N7O9", "method": "the ωB97M-V functional and the def2-TZVPD basis", "species": ["O", "O", "O", "O", "O", "O", "O", "O", "O", "N", "N", "N", "N", "N", "N", "N", "C", "C", "C", "C", "C", "C", "C", "C", "C", "C", "C", "C", "C", "C", "C", "C", "C", "C", "C", "C", "C", "C", "C", "C", "C", "C", "C", "H", "H", "H", "H", "H", "H", "H", "H", "H", "H", "H", "H", "H", "H", "H", "H", "H", "H", "H", "H", "H", "H", "H", "H", "H", "H", "H", "H", "H", "H", "H", "H", "H", "H", "H", "H", "H", "H", "H", "H", "H", "H", "H", "H", "H"], "coordinates": [[43.98, -14.09, -4.07], [49.06, -9.44, -0.33], [46.08, -16.32, 0.58], [42.58, -14.79, -0.46], [45.88, -12.53, 4.93], [53.62, -16.34, -3.41], [50.36, -15.78, -1.01], [49.57, -11.52, -0.46], [44.41, -13.79, 0.08], [43.27, -14.13, 0.35], [49.92, -10.31, -0.45], [45.09, -18.24, 0.04], [48.79, -14.51, -2.08], [45.19, -15.95, -3.86], [46.98, -12.82, 3.04], [52.27, -18.09, -2.80], [49.24, -15.26, -1.10], [52.26, -11.06, -0.74], [51.83, -8.91, 0.24], [46.33, -18.97, -0.09], [43.31, -12.73, 2.41], [43.91, -19.07, -0.13], [42.60, -13.51, 1.48], [52.30, -18.75, -4.11], [42.69, -12.20, 3.50], [46.02, -15.50, -5.03], [41.26, -13.85, 1.73], [45.09, -17.01, 0.50], [51.36, -10.08, -0.33], [40.68, -13.39, 2.90], [44.20, -15.16, -3.49], [51.20, -18.61, -1.96], [45.52, -17.24, -3.32], [49.70, -14.21, -3.19], [54.11, -9.61, -0.03], [46.58, -12.13, 4.02], [46.72, -14.23, 2.98], [52.90, -16.89, -2.54], [53.19, -8.64, 0.38], [47.89, -12.26, 2.02], [41.40, -12.62, 3.85], [47.51, -13.80, -2.06], [53.64, -10.81, -0.53], [53.22, -18.50, -4.63], [40.77, -14.46, 0.98], [46.37, -19.58, -1.00], [39.64, -13.61, 3.09], [46.58, -17.30, -3.07], [44.08, -16.60, 0.66], [47.22, -18.38, -0.33], [51.20, -19.70, -1.85], [53.46, -7.69, 0.82], [47.05, -15.61, -4.72], [51.50, -18.49, -4.80], [44.89, -17.59, -2.50], [47.57, -12.39, 0.99], [40.99, -12.24, 4.78], [48.15, -11.20, 2.13], [51.05, -8.21, 0.51], [52.68, -16.51, -1.54], [52.42, -19.83, -4.09], [48.55, -15.36, -0.25], [49.62, -13.20, -3.58], [43.98, -19.48, -1.14], [46.53, -19.72, 0.67], [43.32, -11.63, 4.17], [50.21, -18.39, -2.36], [47.10, -13.93, -1.05], [43.67, -15.61, -2.64], [46.80, -14.15, -2.81], [45.80, -16.22, -5.83], [44.37, -12.62, 2.23], [46.45, -14.36, 1.93], [46.92, -11.08, 4.10], [51.96, -11.97, -1.23], [45.91, -14.56, 3.64], [47.64, -14.77, 3.22], [45.86, -14.48, -5.37], [51.23, -18.27, -0.93], [47.62, -12.73, -2.21], [54.38, -11.51, -0.87], [55.16, -9.40, 0.10], [45.29, -18.02, -4.05], [43.02, -18.45, 0.01], [49.49, -14.79, -4.09], [48.81, -12.84, 2.15], [43.91, -19.94, 0.52], [50.73, -14.43, -2.91]], "s_squared": 0.786, "e_lumo_ev": [-3.49, -8.45], "gap_ev": [7.10, 2.14], "mol_weight_g_mol": 611.70, "e_homo_ev": [-10.589, -10.589], "total_charge": 1, "total_energy_ev": -57571.3620, "multiplicity": 2}